[1]
Molecular formula: C2H5N3S
Method: DFT, ωB97M-V with the def2-TZVPD basis set

Last column: Mulliken charge in e.
Geometry (Å):
H -1.8150 1.8404 0.2314  0.261
N -2.4130 0.9378 -0.1058  -0.521
C -1.7572 -0.1994 -0.1387  0.090
N -0.3447 -0.5156 0.4648  -0.247
C 0.7653 0.1942 0.1723  0.300
N 1.9888 -0.4032 -0.2806  -0.540
S 0.6869 1.9430 0.0324  -0.426
H -2.2730 -1.1108 -0.6476  0.261
H -0.0727 -1.4564 0.4231  0.232
H 2.5174 -1.5321 -0.1810  0.309
H 2.7174 0.3021 0.0297  0.281

Atoms 1-6, force components in eV/Å:
-1.28 -3.06 -0.60
3.71 -1.35 0.21
-0.96 2.23 0.57
-1.39 0.90 -1.53
0.69 2.65 -1.53
2.05 -1.60 2.04

## Properties
* ΔE to the lowest compared entry with this formula, charge and spin: 70.7 kcal/mol
* net charge: 0
* orbital gap: 8.73 eV
* energy: -641.5713 a.u.
* structure (SMILES): [H]/N=C\NC(N)=S
* strongest force on any atom: 5.3 eV Å⁻¹
* HOMO level: -8.43 eV
* multiplicity: 1



[2]
Molecular formula: C2H5N3S
Method: DFT, ωB97M-V with the def2-TZVPD basis set

Last column: Mulliken charge in e.
Geometry (Å):
H 1.6008 0.9310 0.1701  0.245
N 2.2323 0.2414 0.0226  -0.513
C 1.5986 -0.7863 -0.1127  -0.090
N 0.2888 -0.9930 0.1087  -0.232
C -0.8099 -0.2307 0.0910  0.423
N -2.0186 -0.8907 -0.1714  -0.504
S -0.4600 1.4090 -0.0174  -0.452
H 2.1856 -1.6564 -0.1950  0.310
H 0.2082 -2.0025 0.1196  0.220
H -2.1683 -1.8907 0.2632  0.278
H -2.7158 -0.3270 0.3314  0.314

Atoms 1-6, force components in eV/Å:
-1.84 3.33 0.78
4.18 0.81 -0.84
1.29 -0.85 0.78
-1.94 -3.77 0.14
1.27 0.97 -1.54
-0.78 -1.01 2.84

## Properties
* ΔE to the lowest compared entry with this formula, charge and spin: 41.1 kcal/mol
* net charge: 0
* orbital gap: 8.90 eV
* energy: -641.6186 a.u.
* structure (SMILES): [H]/N=C\NC(N)=S
* strongest force on any atom: 4.3 eV Å⁻¹
* HOMO level: -8.59 eV
* multiplicity: 1



[3]
Molecular formula: C2H5N3S
Method: DFT, ωB97M-V with the def2-TZVPD basis set

Last column: Mulliken charge in e.
Geometry (Å):
C 0.5174 0.7478 0.3587  -0.187
C -1.5443 -0.8877 0.4117  -0.893
N 1.2073 -0.2253 0.9191  -0.251
N 1.9536 -0.7448 0.0107  -0.212
N 0.8178 1.1497 -0.9278  -0.395
S 1.8738 -0.1671 -1.4663  0.124
H -0.2539 1.1532 0.9952  0.589
H -1.0523 -1.0978 1.4028  0.352
H -1.4471 -1.4630 -0.5148  0.303
H -2.1952 0.0472 0.4240  0.254
H 0.1230 1.4880 -1.6134  0.316

Atoms 1-6, force components in eV/Å:
-1.64 0.73 1.13
-0.57 1.44 1.14
-0.58 1.14 -0.91
2.54 -2.82 0.72
0.19 -0.59 -0.56
-0.65 1.31 -0.96

## Properties
* ΔE to the lowest compared entry with this formula, charge and spin: 130.2 kcal/mol
* net charge: 0
* orbital gap (alpha / beta): 8.62 / 7.14 eV
* energy: -641.4765 a.u.
* strongest force on any atom: 3.9 eV Å⁻¹
* HOMO level (alpha / beta): -8.45 / -6.94 eV
* multiplicity: 1



[4]
Molecular formula: C2H5N3S
Method: DFT, ωB97M-V with the def2-TZVPD basis set

Last column: Mulliken charge in e.
Geometry (Å):
H 1.1001 0.7321 -2.4165  0.258
N 0.8658 0.3587 -1.4738  -0.636
C -0.3163 0.6803 -1.1252  0.038
N -0.8810 0.3177 0.0869  -0.191
C -0.3356 -0.4107 1.1276  0.202
N 0.9088 -0.8529 0.9466  -0.306
S -1.2591 -0.6957 2.4942  -0.417
H -0.9768 1.2770 -1.7293  0.384
H -1.8048 0.6378 0.2996  0.186
H 1.2970 -1.3980 1.7169  0.172
H 1.4018 -0.6464 0.0730  0.311

Atoms 1-6, force components in eV/Å:
-0.33 -0.37 1.01
0.05 0.36 -0.87
0.51 -0.33 0.51
0.32 0.12 -0.43
0.00 -0.24 0.24
0.16 -0.26 0.41

## Properties
* ΔE to the lowest compared entry with this formula, charge and spin: 0.0 kcal/mol
* net charge: 0
* orbital gap: 9.06 eV
* energy: -641.6840 a.u.
* structure (SMILES): [H]/N=C/NC(N)=S
* strongest force on any atom: 1.1 eV Å⁻¹
* HOMO level: -8.44 eV
* multiplicity: 1



[5]
Molecular formula: C2H5N3S
Method: DFT, ωB97M-V with the def2-TZVPD basis set

Last column: Mulliken charge in e.
Geometry (Å):
H -1.7744 0.7644 0.5740  0.239
N -1.7774 -0.2544 0.6934  -0.711
C -0.6421 -0.7266 0.4048  0.563
N -0.2292 -2.0195 0.6468  -0.524
C 0.4157 0.1468 -0.3236  0.178
N 1.2136 -0.5884 -1.1209  -0.407
S 0.3785 1.8191 -0.0904  -0.323
H -0.8664 -2.5582 1.1984  0.262
H 0.7632 -2.1780 0.7825  0.245
H 0.9725 -1.5194 -1.3230  0.246
H 1.7586 -0.0987 -1.8086  0.232

Atoms 1-6, force components in eV/Å:
-0.05 -0.40 -0.45
0.04 -0.40 0.59
0.85 1.24 -0.14
0.03 0.06 -0.55
-0.95 0.70 0.71
0.21 1.89 0.18

## Properties
* ΔE to the lowest compared entry with this formula, charge and spin: 11.5 kcal/mol
* net charge: 0
* orbital gap: 8.83 eV
* energy: -641.6657 a.u.
* structure (SMILES): [H]/N=C(/N)C(N)=S
* strongest force on any atom: 2.0 eV Å⁻¹
* HOMO level: -8.78 eV
* multiplicity: 1



[6]
Molecular formula: C2H5N3S
Method: DFT, ωB97M-V with the def2-TZVPD basis set

Last column: Mulliken charge in e.
Geometry (Å):
C -0.1271 1.1695 0.4520  0.013
C 0.4561 -0.6725 -0.9210  0.077
N -1.2655 0.5546 0.6278  -0.189
N 0.7717 0.6285 -0.3780  -0.068
N 0.2500 -1.8141 0.0289  -0.154
S -1.2298 -1.1546 -0.1926  0.462
H 0.0282 2.2203 0.8415  0.402
H 0.8102 -1.0982 -1.9560  0.451
H -1.9706 0.7716 1.3511  0.347
H 1.4683 1.2786 -0.7175  0.318
H 0.8083 -1.8836 0.8637  0.341

Atoms 1-6, force components in eV/Å:
0.02 1.55 -0.07
0.48 -1.80 -0.21
0.37 -2.58 -0.62
-1.21 -0.84 0.17
0.16 2.37 -1.47
0.12 1.62 0.64

## Properties
* ΔE to the lowest compared entry with this formula, charge and spin: 24.6 kcal/mol
* net charge: +2
* orbital gap: 10.79 eV
* energy: -640.8682 a.u.
* strongest force on any atom: 2.8 eV Å⁻¹
* HOMO level: -21.83 eV
* multiplicity: 1



[7]
Molecular formula: C2H5N3S2
Method: DFT, ωB97M-V with the def2-TZVPD basis set

Last column: Mulliken charge in e.
Geometry (Å):
N 0.4911 -0.2743 -1.8202  -0.500
N 0.2128 -0.9683 -0.6878  -0.411
C -0.0558 -0.4408 0.4310  0.562
N -0.0316 -1.2257 1.5703  -0.445
C -0.1155 1.0896 0.6387  0.052
S 0.4913 1.7696 1.9471  -0.269
S -1.0902 1.9735 -0.4584  -0.149
H 0.9287 0.6049 -1.6405  0.193
H 1.1232 -0.8040 -2.3799  0.286
H -0.2557 -0.6831 2.3998  0.174
H -0.4127 -2.1446 1.4534  0.269
H -1.2856 1.1032 -1.4536  0.238

Atoms 1-6, force components in eV/Å:
-0.64 0.59 -0.53
0.02 -1.50 0.60
1.05 1.29 -0.65
-0.35 1.01 0.30
-0.62 -2.16 -0.24
0.51 0.71 0.82

## Properties
* ΔE to the lowest compared entry with this formula, charge and spin: 57.0 kcal/mol
* net charge: 0
* orbital gap: 7.65 eV
* energy: -1039.7925 a.u.
* structure (SMILES): N/N=C(/N)C(=S)S
* strongest force on any atom: 2.3 eV Å⁻¹
* HOMO level: -8.37 eV
* multiplicity: 1



[8]
Molecular formula: C2H5N3S2
Method: DFT, ωB97M-V with the def2-TZVPD basis set

Last column: Mulliken charge in e.
Geometry (Å):
C 0.8745 0.7633 1.8348  0.127
C 0.5315 0.8725 0.3057  -0.779
N -0.7899 0.4614 0.0431  0.349
N -1.0711 -0.6979 -0.2435  -0.250
N -0.3084 -1.6946 -0.2213  -0.172
S 1.5793 2.1289 2.4689  -0.323
S 0.4862 -0.7411 2.5165  -0.379
H 0.8524 1.8581 -0.0889  0.406
H 1.1587 0.1817 -0.2573  0.267
H -1.6516 0.9809 -0.1301  0.272
H 0.7121 -1.5505 0.0187  0.224
H -0.6735 -2.6587 -0.3747  0.258

Atoms 1-6, force components in eV/Å:
0.14 0.24 -0.44
2.34 1.20 0.88
-0.76 1.02 -0.84
-3.17 -3.71 -0.78
2.64 -0.20 -0.20
-0.23 -0.51 -0.05

## Properties
* ΔE to the lowest compared entry with this formula, charge and spin: 101.4 kcal/mol
* net charge: 0
* orbital gap: 7.08 eV
* energy: -1039.7217 a.u.
* strongest force on any atom: 4.9 eV Å⁻¹
* HOMO level: -7.43 eV
* multiplicity: 1



- Among the records above, which one has the highest strongest force on any atom?
  number 1



- Among the records above, which one has the highest strongest force on any atom?
  number 1



- net charge of number 2 (C2H5N3S)?
  0



- What is the multiplicity in the fourth record?
  1